[1]
{"formula": "C13H26Cl2O9", "method": "ωB97M-V/def2-TZVPD", "symbols": ["C", "C", "O", "C", "O", "O", "C", "H", "H", "H", "H", "H", "H", "H", "H", "C", "C", "O", "C", "O", "O", "C", "H", "H", "H", "H", "H", "H", "H", "H", "C", "C", "O", "C", "O", "O", "C", "H", "H", "H", "H", "H", "H", "H", "H", "C", "Cl", "Cl", "H", "H"], "positions_angstrom": [[0.246, 1.154, 3.616], [0.088, 2.016, 2.390], [1.037, 3.078, 2.460], [1.213, 3.889, 1.411], [1.924, 4.845, 1.461], [0.511, 3.516, 0.339], [0.681, 4.348, -0.795], [0.021, 1.713, 4.526], [1.286, 0.837, 3.719], [-0.424, 0.302, 3.523], [-0.924, 2.424, 2.339], [0.258, 1.430, 1.490], [1.711, 4.294, -1.151], [0.497, 5.393, -0.536], [-0.014, 4.004, -1.548], [-0.387, -2.762, 3.243], [0.772, -2.636, 4.214], [0.625, -3.535, 5.312], [1.021, -4.790, 5.094], [1.599, -5.185, 4.121], [0.694, -5.523, 6.153], [1.249, -6.840, 6.162], [-0.558, -3.810, 2.982], [-0.231, -2.187, 2.333], [-1.334, -2.443, 3.692], [0.824, -1.636, 4.634], [1.711, -2.851, 3.700], [0.731, -7.375, 6.951], [2.304, -6.790, 6.446], [1.136, -7.309, 5.192], [-3.141, 1.036, -6.494], [-2.469, 1.596, -5.248], [-1.054, 1.615, -5.492], [-0.323, 2.156, -4.517], [-0.769, 2.657, -3.523], [0.981, 2.132, -4.745], [1.509, 1.730, -6.011], [-2.811, 1.590, -7.369], [-4.221, 1.057, -6.376], [-2.840, -0.006, -6.616], [-2.680, 0.980, -4.376], [-2.838, 2.594, -5.006], [0.991, 0.871, -6.420], [2.550, 1.474, -5.842], [1.452, 2.565, -6.711], [-0.417, -0.234, -1.809], [-1.786, -0.882, -2.714], [-0.390, -0.830, -0.146], [0.519, -0.516, -2.272], [-0.530, 0.844, -1.786]], "homo_lumo_gap_ev": 11.16, "smiles": "CCOC(=O)OC.CCOC(=O)OC.CCOC(=O)OC.ClCCl", "energy_ev": -57375.470, "homo_ev": -10.62, "molar_mass_da": 397.25, "relative_energy_kj_mol": 0.0}


[2]
{"formula": "C6H6O", "method": "ωB97M-V/def2-TZVPD", "symbols": ["C", "C", "C", "C", "C", "C", "O", "H", "H", "H", "H", "H", "H"], "positions_angstrom": [[0.394, -0.186, -1.256], [-0.947, -0.295, -1.171], [1.273, -0.059, -0.184], [2.256, -0.400, 0.619], [-1.518, 0.117, 0.104], [-0.828, 0.928, 1.072], [-1.256, -0.397, 1.461], [0.913, -0.062, -2.221], [-1.700, -0.297, -2.009], [2.604, 0.065, 1.498], [2.813, -1.297, 0.397], [-2.653, 0.201, 0.011], [-1.353, 1.682, 1.680]], "homo_lumo_gap_ev": [8.32, 8.23], "spin_multiplicity": 3, "energy_ev": -8359.262, "homo_ev": [-7.32, -9.50], "molar_mass_da": 94.11, "relative_energy_kj_mol": 45.1, "s_squared": 2.042}


[3]
{"formula": "C5H8Cl2Si", "method": "ωB97M-V/def2-TZVPD", "symbols": ["C", "C", "C", "C", "C", "Si", "Cl", "Cl", "H", "H", "H", "H", "H", "H", "H", "H"], "positions_angstrom": [[0.525, -0.731, -1.433], [1.256, -0.538, -0.266], [-0.960, -0.638, -1.627], [0.755, -0.078, 0.986], [0.914, 1.261, 1.581], [-1.825, -0.177, 0.011], [-3.291, -1.233, 0.797], [-2.367, 1.860, -0.205], [1.118, -1.035, -2.177], [2.285, -0.844, -0.244], [-1.286, -0.186, -2.594], [-0.996, -1.751, -1.923], [0.885, -0.857, 1.755], [0.892, 2.053, 0.833], [1.846, 1.478, 2.104], [0.250, 1.416, 2.400]], "homo_lumo_gap_ev": 8.00, "energy_ev": -38236.699, "homo_ev": -7.83, "molar_mass_da": 167.11, "relative_energy_kj_mol": 263.2}


[4]
{"formula": "CH4N3O", "method": "ωB97M-V/def2-TZVPD", "symbols": ["C", "N", "N", "N", "O", "H", "H", "H", "H"], "positions_angstrom": [[-0.303, 0.556, 0.019], [-1.608, 0.238, -0.140], [-3.670, 0.540, 0.039], [0.835, -0.170, 0.053], [-4.088, -0.449, -0.010], [-0.302, 1.646, 0.312], [-1.689, -0.740, -0.409], [1.715, 0.197, 0.352], [0.785, -1.172, 0.029]], "homo_lumo_gap_ev": 8.02, "energy_ev": -7609.303, "homo_ev": -14.80, "molar_mass_da": 74.06, "relative_energy_kj_mol": 357.5, "total_charge": 1}


[5]
{"formula": "C14H29AgN7", "method": "ωB97M-V/def2-TZVPD", "symbols": ["Ag", "C", "C", "N", "C", "C", "N", "C", "C", "C", "N", "C", "C", "N", "C", "H", "H", "H", "H", "H", "H", "H", "H", "H", "H", "H", "H", "H", "H", "H", "H", "H", "H", "H", "H", "H", "H", "H", "H", "N", "C", "C", "N", "C", "C", "N", "H", "H", "H", "H", "H"], "positions_angstrom": [[0.096, 0.047, 0.332], [1.419, 1.601, -2.428], [0.847, 2.698, -1.524], [-0.254, 2.232, -0.665], [-1.538, 2.181, -1.369], [-2.616, 1.529, -0.516], [-2.379, 0.097, -0.321], [-2.799, -0.745, -1.454], [-1.662, -1.429, -2.207], [-0.954, -2.546, -1.435], [0.277, -2.102, -0.757], [1.427, -2.029, -1.662], [2.628, -1.395, -0.979], [2.425, 0.031, -0.714], [2.658, 0.899, -1.883], [1.696, 2.044, -3.387], [0.641, 0.866, -2.646], [0.510, 3.541, -2.138], [1.634, 3.081, -0.871], [-0.349, 2.890, 0.102], [-1.405, 1.606, -2.289], [-1.866, 3.183, -1.671], [-3.593, 1.716, -0.978], [-2.632, 2.010, 0.466], [-2.850, -0.204, 0.520], [-3.372, -0.136, -2.162], [-3.486, -1.514, -1.092], [-0.930, -0.685, -2.528], [-2.089, -1.850, -3.121], [-0.725, -3.376, -2.114], [-1.624, -2.944, -0.669], [0.495, -2.780, -0.035], [1.144, -1.431, -2.531], [1.700, -3.022, -2.039], [3.519, -1.567, -1.596], [2.800, -1.898, -0.023], [3.031, 0.315, 0.042], [3.109, 0.307, -2.687], [3.397, 1.660, -1.619], [0.937, -1.788, 5.638], [0.430, -0.806, 4.849], [0.562, -0.846, 3.445], [0.038, 0.091, 2.679], [-0.627, 1.088, 3.279], [-0.751, 1.119, 4.655], [-0.230, 0.185, 5.441], [1.618, -2.430, 5.277], [0.936, -1.624, 6.631], [1.097, -1.655, 2.961], [-1.053, 1.858, 2.652], [-1.287, 1.925, 5.142]], "homo_lumo_gap_ev": 8.71, "energy_ev": -29413.906, "homo_ev": -10.93, "molar_mass_da": 403.30, "total_charge": 1}


[6]
{"formula": "C22H18Cl3N5O2RuS", "method": "ωB97M-V/def2-TZVPD", "symbols": ["Ru", "C", "C", "N", "C", "C", "C", "C", "C", "C", "C", "C", "C", "N", "C", "H", "H", "H", "H", "H", "H", "H", "H", "S", "C", "C", "C", "C", "C", "N", "H", "H", "H", "H", "C", "N", "C", "C", "N", "H", "H", "H", "H", "H", "H", "Cl", "C", "Cl", "Cl", "C", "O", "O"], "positions_angstrom": [[1.215, 0.479, -0.090], [-2.473, -0.530, -2.775], [-1.272, -0.034, -2.258], [-0.840, -0.320, -1.049], [-1.564, -1.134, -0.259], [-2.784, -1.703, -0.703], [-3.229, -1.373, -1.996], [-3.498, -2.592, 0.153], [-3.015, -2.922, 1.374], [-1.803, -2.359, 1.864], [-1.291, -2.661, 3.140], [-0.133, -2.056, 3.562], [0.484, -1.125, 2.717], [0.023, -0.834, 1.522], [-1.083, -1.442, 1.062], [-2.779, -0.261, -3.775], [-0.643, 0.609, -2.860], [-4.152, -1.790, -2.368], [-4.430, -3.009, -0.201], [-3.542, -3.619, 2.008], [-1.828, -3.349, 3.777], [0.288, -2.261, 4.534], [1.365, -0.585, 3.042], [2.475, 2.540, -0.879], [2.817, 1.527, -2.254], [3.772, 1.831, -3.222], [3.920, 0.961, -4.287], [3.136, -0.184, -4.343], [2.220, -0.421, -3.326], [2.056, 0.426, -2.323], [4.371, 2.721, -3.126], [4.639, 1.167, -5.063], [3.238, -0.884, -5.154], [1.608, -1.314, -3.316], [-2.503, 4.489, 0.887], [-1.771, 3.633, 1.796], [-2.216, 3.527, 3.169], [-0.925, 2.780, 1.338], [-0.144, 2.023, 0.944], [-2.552, 5.498, 1.295], [-3.523, 4.120, 0.743], [-1.997, 4.515, -0.076], [-2.266, 4.521, 3.613], [-1.512, 2.919, 3.734], [-3.206, 3.068, 3.226], [3.173, -4.042, 1.226], [3.993, -2.484, 1.077], [5.240, -2.568, -0.186], [4.722, -2.037, 2.615], [2.983, -1.418, 0.608], [2.137, -1.763, -0.227], [3.096, -0.281, 1.094]], "homo_lumo_gap_ev": [6.66, 7.06], "spin_multiplicity": 2, "energy_ev": -85630.387, "homo_ev": [-10.72, -10.72], "molar_mass_da": 623.91, "relative_energy_kj_mol": 304.4, "total_charge": 1, "s_squared": 0.778}


[7]
{"formula": "C14H28Br14", "method": "ωB97M-V/def2-TZVPD", "symbols": ["Br", "C", "C", "Br", "H", "H", "H", "H", "Br", "C", "C", "Br", "H", "H", "H", "H", "Br", "C", "C", "Br", "H", "H", "H", "H", "Br", "C", "C", "Br", "H", "H", "H", "H", "Br", "C", "C", "Br", "H", "H", "H", "H", "Br", "C", "C", "Br", "H", "H", "H", "H", "Br", "C", "C", "Br", "H", "H", "H", "H"], "positions_angstrom": [[4.673, 0.037, -3.552], [2.953, 0.432, -4.319], [2.059, -0.744, -4.156], [0.236, -0.222, -4.787], [3.137, 0.546, -5.379], [2.603, 1.409, -3.937], [2.014, -1.124, -3.124], [2.369, -1.552, -4.794], [3.807, -5.433, -3.828], [3.525, -3.898, -2.668], [3.641, -4.356, -1.255], [3.322, -2.811, -0.049], [2.514, -3.512, -2.827], [4.229, -3.128, -3.006], [4.573, -4.839, -0.953], [2.925, -5.126, -1.023], [-2.714, 2.969, -1.442], [-1.477, 2.706, -2.946], [-0.761, 4.004, -3.154], [0.660, 3.798, -4.509], [-2.148, 2.430, -3.738], [-0.887, 1.785, -2.752], [-0.339, 4.293, -2.187], [-1.450, 4.716, -3.571], [-5.038, 2.672, 6.026], [-4.226, 1.175, 4.917], [-3.606, 1.722, 3.662], [-2.958, 0.224, 2.603], [-4.965, 0.403, 4.787], [-3.531, 0.624, 5.555], [-2.770, 2.363, 3.865], [-4.312, 2.334, 3.103], [0.554, 1.397, 4.223], [1.305, 3.226, 4.269], [2.631, 3.251, 3.531], [3.096, 5.117, 3.391], [1.550, 3.559, 5.287], [0.528, 3.874, 3.871], [2.529, 2.888, 2.525], [3.406, 2.700, 4.091], [-4.972, -4.851, -0.767], [-3.916, -4.535, 0.883], [-2.967, -3.365, 0.666], [-1.658, -3.276, 2.150], [-3.393, -5.480, 1.098], [-4.652, -4.319, 1.629], [-3.523, -2.443, 0.591], [-2.418, -3.413, -0.289], [2.326, 1.182, -0.630], [0.718, 0.951, 0.443], [0.184, -0.460, 0.437], [-0.446, -1.091, -1.271], [-0.057, 1.589, -0.008], [0.923, 1.304, 1.461], [-0.678, -0.463, 1.091], [0.870, -1.240, 0.768]], "homo_lumo_gap_ev": 10.31, "smiles": "BrCCBr.BrCCBr.BrCCBr.BrCCBr.BrCCBr.BrCCBr.BrCCBr", "energy_ev": -995567.955, "homo_ev": -10.14, "molar_mass_da": 1315.03, "relative_energy_kj_mol": 57.3}


[8]
{"formula": "C44H25AuF15GeI2NP2S", "method": "ωB97M-V/def2-TZVPD", "symbols": ["Au", "C", "N", "P", "C", "C", "C", "C", "C", "C", "C", "C", "C", "C", "C", "C", "P", "C", "C", "C", "C", "C", "C", "C", "C", "C", "C", "C", "C", "H", "H", "H", "H", "H", "H", "H", "H", "H", "H", "H", "H", "H", "H", "H", "H", "H", "H", "H", "H", "H", "H", "H", "I", "C", "I", "H", "H", "F", "C", "C", "C", "F", "C", "F", "C", "F", "C", "F", "Ge", "S", "C", "C", "F", "C", "F", "C", "F", "C", "F", "C", "F", "C", "C", "F", "C", "F", "C", "F", "C", "F", "C", "F"], "positions_angstrom": [[0.509, -0.255, -0.026], [-1.580, -2.632, 3.099], [-1.036, -1.688, 2.126], [-0.198, -0.258, 2.521], [-1.419, 1.086, 2.496], [-0.942, 2.360, 2.198], [-1.812, 3.436, 2.223], [-3.152, 3.236, 2.516], [-3.623, 1.962, 2.797], [-2.764, 0.879, 2.789], [0.403, -0.440, 4.212], [1.072, -1.605, 4.593], [1.624, -1.698, 5.855], [1.532, -0.629, 6.736], [0.866, 0.528, 6.358], [0.320, 0.640, 5.094], [-0.817, -2.137, 0.490], [0.213, -3.623, 0.484], [-0.287, -4.828, 0.981], [0.516, -5.954, 0.978], [1.802, -5.886, 0.461], [2.297, -4.691, -0.036], [1.508, -3.556, -0.018], [-2.454, -2.681, -0.055], [-3.608, -2.046, 0.411], [-4.846, -2.543, 0.052], [-4.943, -3.629, -0.810], [-3.796, -4.217, -1.321], [-2.549, -3.738, -0.964], [-1.879, -2.100, 4.002], [-0.865, -3.415, 3.365], [-2.462, -3.115, 2.674], [0.102, 2.508, 1.959], [-1.436, 4.426, 2.017], [-3.836, 4.071, 2.524], [-4.663, 1.811, 3.041], [-3.136, -0.100, 3.048], [1.161, -2.430, 3.907], [2.144, -2.597, 6.145], [1.988, -0.695, 7.711], [0.782, 1.350, 7.049], [-0.187, 1.545, 4.800], [-1.303, -4.886, 1.348], [0.137, -6.888, 1.365], [2.417, -6.771, 0.434], [3.288, -4.649, -0.460], [1.885, -2.622, -0.417], [-3.529, -1.178, 1.052], [-5.740, -2.083, 0.442], [-5.914, -4.001, -1.096], [-3.873, -5.052, -1.999], [-1.656, -4.191, -1.370], [0.102, -0.584, -3.267], [-1.161, 1.158, -3.177], [-2.061, 1.501, -1.268], [-1.958, 1.016, -3.899], [-0.556, 2.024, -3.419], [6.191, 2.638, -1.822], [5.815, 1.642, -2.624], [4.884, 0.743, -2.143], [4.435, -0.257, -2.984], [3.508, -1.096, -2.471], [4.913, -0.406, -4.277], [4.453, -1.365, -5.069], [5.890, 0.485, -4.736], [6.372, 0.361, -5.957], [6.340, 1.518, -3.909], [7.248, 2.371, -4.350], [4.186, 0.761, -0.290], [2.109, 1.492, -0.511], [4.490, -1.039, 0.536], [5.495, -1.867, 0.063], [6.149, -1.506, -1.037], [5.832, -3.060, 0.697], [6.786, -3.834, 0.211], [5.134, -3.441, 1.840], [5.423, -4.572, 2.462], [4.110, -2.629, 2.325], [3.413, -3.020, 3.392], [3.821, -1.438, 1.678], [2.838, -0.631, 2.146], [5.179, 1.961, 0.933], [4.600, 2.845, 1.819], [3.266, 2.937, 1.851], [5.372, 3.596, 2.699], [4.788, 4.419, 3.558], [6.758, 3.450, 2.693], [7.498, 4.140, 3.541], [7.365, 2.556, 1.806], [8.678, 2.397, 1.811], [6.556, 1.822, 0.947], [7.067, 0.912, 0.107]], "homo_lumo_gap_ev": 4.41, "energy_ev": -194092.510, "homo_ev": -13.36, "molar_mass_da": 1470.06, "relative_energy_kj_mol": 204.1, "total_charge": 2}